No. 1
The ion C9H16F2N4 with charge +2 at a distorted geometry. Source: the OMol25 dataset; level of theory: the ωB97M-V functional and the def2-TZVPD basis.

```
! RIJCOSX wB97M-V def2-TZVPD def2/J DEFGRID3
* xyz 2 1
H -0.01501 -2.70046 2.63180
N 0.13606 -1.73879 2.91962
C -0.25713 -1.42591 4.06480
N -0.01778 -0.11489 4.54501
C 0.62684 0.85343 3.93641
F 1.10695 1.81250 4.67746
N 0.90790 0.99035 2.61739
C 0.16633 0.53536 1.55459
F -1.09482 0.29407 1.80777
N 0.59836 0.42244 0.33926
C -0.17083 0.05928 -0.84204
C -0.45665 1.35373 -1.64081
C -1.10684 1.03022 -2.98163
C -0.26830 0.06612 -3.80949
C -0.02856 -1.21261 -3.01627
C 0.65941 -0.92155 -1.68476
H -0.76003 -2.04253 4.80918
H -0.20379 0.03065 5.54047
H 1.69952 1.61128 2.42485
H 1.57724 0.62418 0.13554
H -1.11283 -0.39962 -0.52847
H 0.47802 1.88969 -1.81858
H -1.11766 1.99600 -1.05547
H -1.22735 1.96812 -3.53037
H -2.10038 0.60617 -2.82816
H -0.77385 -0.16077 -4.74729
H 0.68899 0.52789 -4.06870
H -0.97994 -1.72099 -2.84663
H 0.60800 -1.88809 -3.58997
H 0.79395 -1.85226 -1.12913
H 1.64420 -0.49304 -1.88637
*
```

For the HOMO-LUMO gap, the calculation gives 7.3956 eV. The SMILES is [H]/N=C/N/C(F)=[NH+]\C(F)=[NH+]\C1CCCCC1. Its highest occupied orbital energy is -16.71 eV. For the energy above the lowest of the compared OMol25 structures with the same formula, charge and spin, the calculation gives 0.00 kcal/mol.

No. 2
The molecule C2H3N3O2 at a distorted geometry. Source: the OMol25 dataset; level of theory: the ωB97M-V functional and the def2-TZVPD basis.

```
! RIJCOSX wB97M-V def2-TZVPD def2/J DEFGRID3
* xyz 0 1
O -2.31586 -0.52246 -0.10730
C -1.19173 -0.15612 0.00136
N -0.79470 1.26771 -0.03400
C 0.47603 1.16991 0.04356
N 1.03972 -0.09297 0.37555
O 2.21332 -0.35272 -0.30975
N -0.01804 -0.93056 -0.02494
H 1.08449 2.03799 0.02769
H 2.65080 -1.07807 0.20945
H -0.20971 -1.75058 0.61349
*
```

For the HOMO-LUMO gap, the calculation gives 10.1629 eV. The SMILES is O=c1ncn(O)[nH]1. Its highest occupied orbital energy is -9.94 eV. For the energy above the lowest of the compared OMol25 structures with the same formula, charge and spin, the calculation gives 72.93 kcal/mol.

No. 3
A cluster of 2 separate species, C3H7N2O2 in total at a distorted geometry. Source: the OMol25 dataset; level of theory: the ωB97M-V functional and the def2-TZVPD basis.

```
! RIJCOSX wB97M-V def2-TZVPD def2/J DEFGRID3
* xyz -1 1
C 2.11407 0.14069 0.18944
C 1.17008 -1.04492 0.27238
C -3.16142 -0.09623 0.11608
N 1.67270 0.98762 -0.83565
N -2.08545 0.33930 0.69362
O -1.14556 0.75314 -0.10032
O 3.19027 0.28537 0.67953
H 1.14566 -1.27472 -0.77438
H 0.27408 -0.54288 0.69379
H 1.61142 -1.74318 0.96516
H -3.88220 -0.61183 0.83709
H -3.47195 -0.06397 -0.92871
H 1.85872 1.89134 -0.67027
H 0.70959 0.98027 -1.13777
*
```

For the HOMO-LUMO gap, the calculation gives 6.9544 eV. Its highest occupied orbital energy is -2.93 eV. For the energy above the lowest of the compared OMol25 structures with the same formula, charge and spin, the calculation gives 74.17 kcal/mol.

No. 4
A structure of composition C3H3CuLiO2 at a distorted geometry. Source: the OMol25 dataset; level of theory: the ωB97M-V functional and the def2-TZVPD basis.

```
! RIJCOSX wB97M-V def2-TZVPD def2/J DEFGRID3
* xyz 2 2
O -2.07934 -0.62174 0.89525
C -1.71549 0.29728 0.17581
C -2.50782 0.77414 -1.02151
H -3.26769 1.48040 -0.68931
H -1.85760 1.28300 -1.73467
H -2.96055 -0.05888 -1.55652
O 0.86578 1.64280 -1.23779
C 1.12078 2.11470 -2.23554
Cu 0.12618 0.93183 0.49616
Li -1.46222 -2.17363 1.53486
*
```

For the HOMO-LUMO gap (spin up / spin down), the calculation gives 9.8147 / 8.9299 eV. Its highest occupied orbital energy (spin up / spin down) is -19.24 / -20.63 eV. As for the expectation value of S²: 0.756. For the energy above the lowest of the compared OMol25 structures with the same formula, charge and spin, the calculation gives 4.45 kcal/mol.